A:
Formula: C4H6F2
Source: OMol25
Level of theory: wB97M-V/def2-TZVPD

Last column: Mulliken charge in e.
Cartesian coordinates (Å):
C (-0.089, -0.424, -1.423)  -1.21
C (0.108, 0.492, -0.231)  0.01
C (0.773, -0.068, 1.026)  -0.80
C (-0.672, 0.277, 1.007)  0.77
F (-1.115, 1.356, 1.679)  -0.30
F (-1.583, -0.707, 1.027)  -0.29
H (-0.387, -1.423, -1.107)  0.30
H (-0.872, -0.029, -2.057)  0.32
H (0.825, -0.470, -2.075)  0.31
H (0.386, 1.539, -0.452)  0.36
H (1.508, 0.564, 1.533)  0.26
H (1.119, -1.106, 1.073)  0.26

Spin multiplicity   1
Total charge   0
Kohn-Sham gap   11.594 eV

B:
Formula: C4H6F2
Source: OMol25
Level of theory: wB97M-V/def2-TZVPD

Last column: Mulliken charge in e.
Cartesian coordinates (Å):
C (-1.095, -0.845, 0.668)  -1.24
C (-0.162, -0.185, -0.413)  0.01
C (1.334, 0.085, -0.227)  -0.17
F (2.118, -0.039, -1.339)  -0.29
C (0.270, 1.268, -0.223)  -0.11
F (0.198, 2.128, -1.216)  -0.28
H (-1.755, -1.658, 0.138)  0.27
H (-1.646, -0.160, 1.156)  0.41
H (-0.483, -1.344, 1.454)  0.32
H (-0.486, -0.414, -1.407)  0.44
H (1.823, -0.417, 0.667)  0.30
H (-0.115, 1.579, 0.742)  0.35

Spin multiplicity   1
Total charge   0
Kohn-Sham gap   11.328 eV

A is favored, and the nearest alternative lies 0.0441 hartree above it.

A:
Formula: C4H6F2
Source: OMol25
Level of theory: wB97M-V/def2-TZVPD

Last column: Mulliken charge in e.
Cartesian coordinates (Å):
C (1.791, -0.774, 0.140)  -0.76
C (0.798, -0.139, -0.623)  -0.11
C (-0.147, 0.583, 0.275)  0.17
F (-0.212, 1.944, -0.203)  -0.33
C (-1.679, 0.076, 0.036)  -0.24
F (-1.518, -1.431, -0.169)  -0.32
H (2.655, -1.212, -0.357)  0.28
H (2.019, -0.616, 1.217)  0.22
H (0.689, 0.094, -1.702)  0.34
H (0.189, 0.640, 1.326)  0.27
H (-2.164, 0.462, -0.994)  0.24
H (-2.421, 0.372, 1.054)  0.24

Spin multiplicity   1
Total charge   0
Kohn-Sham gap   11.006 eV

B:
Formula: C4H6F2
Source: OMol25
Level of theory: wB97M-V/def2-TZVPD

Last column: Mulliken charge in e.
Cartesian coordinates (Å):
C (-1.844, -0.645, -0.378)  -0.87
C (-0.619, 0.116, -0.218)  0.42
F (-0.434, 1.319, -0.803)  -0.29
C (0.628, -0.255, 0.197)  0.45
C (1.847, 0.619, 0.328)  -1.06
F (0.505, -1.622, 0.766)  -0.32
H (-1.666, -1.714, -0.234)  0.28
H (-2.292, -0.304, -1.413)  0.28
H (-2.466, -0.251, 0.609)  0.22
H (1.787, 1.652, -0.237)  0.25
H (2.681, 0.158, 0.014)  0.39
H (1.872, 0.929, 1.369)  0.26

Spin multiplicity   1
Total charge   0
Kohn-Sham gap   9.769 eV

B is favored, and the nearest alternative lies 0.0210 hartree above it.

A:
Formula: C18H20N4O2S
Source: OMol25
Level of theory: wB97M-V/def2-TZVPD

Last column: Mulliken charge in e.
Cartesian coordinates (Å):
N (-0.868, 2.781, -2.255)  -0.55
C (-0.349, 1.844, -1.403)  0.55
N (-1.165, 1.172, -0.567)  0.04
C (-0.558, 0.102, 0.022)  -0.23
C (-0.865, -1.123, 0.602)  -0.12
C (-2.377, -1.320, 0.813)  0.61
C (-2.627, -0.993, 2.345)  -0.88
C (-4.128, -0.984, 2.596)  -0.65
C (-4.793, -2.342, 2.222)  -0.66
C (-4.314, -2.862, 0.866)  -0.75
C (-2.785, -2.797, 0.653)  -1.32
N (0.008, -1.997, 1.075)  -0.22
N (1.340, -1.763, 1.007)  -0.99
C (1.671, -0.608, 0.214)  -0.30
C (0.751, 0.305, -0.261)  0.91
C (0.859, 1.320, -1.369)  -0.68
S (2.173, 1.476, -2.620)  1.52
O (1.830, 2.631, -3.538)  -0.77
O (2.157, 0.119, -3.371)  -0.67
C (3.723, 1.581, -1.672)  -0.13
C (4.805, 0.731, -1.880)  -0.01
C (5.983, 0.944, -1.207)  -0.61
C (6.083, 1.982, -0.297)  -0.22
C (5.004, 2.809, -0.008)  -0.82
C (3.832, 2.571, -0.687)  -0.16
H (-0.258, 3.067, -3.124)  0.30
H (-1.832, 2.686, -2.488)  0.20
H (-2.173, 1.266, -0.474)  0.25
H (-2.955, -0.581, 0.173)  0.33
H (-2.234, 0.038, 2.497)  0.30
H (-2.142, -1.589, 3.158)  0.37
H (-4.246, -0.638, 3.662)  0.34
H (-4.468, -0.196, 1.913)  0.32
H (-4.516, -3.138, 2.941)  0.30
H (-5.834, -2.201, 2.291)  0.39
H (-4.739, -2.420, 0.024)  0.42
H (-4.616, -3.925, 0.718)  0.39
H (-2.304, -3.472, 1.308)  0.42
H (-2.592, -3.191, -0.304)  0.46
H (2.797, -0.544, 0.108)  0.36
H (4.749, 0.039, -2.662)  0.52
H (6.823, 0.256, -1.507)  0.32
H (7.025, 2.193, 0.203)  0.36
H (5.147, 3.553, 0.790)  0.37
H (2.976, 3.214, -0.507)  0.39

Spin multiplicity   1
Total charge   0
Kohn-Sham gap   8.905 eV

B:
Formula: C18H20N4O2S
Source: OMol25
Level of theory: wB97M-V/def2-TZVPD

Last column: Mulliken charge in e.
Cartesian coordinates (Å):
C (0.610, -7.649, -2.341)  -1.42
C (1.149, -6.295, -2.757)  0.84
O (1.354, -6.131, -3.929)  -0.58
C (1.179, -5.127, -1.847)  -0.08
C (0.887, -5.255, -0.475)  -0.33
C (0.889, -4.168, 0.405)  -1.08
C (1.102, -2.919, -0.158)  -0.14
C (1.372, -2.740, -1.539)  1.05
C (1.616, -1.371, -2.056)  0.29
C (1.891, -1.016, -3.354)  -0.28
N (2.128, 0.384, -3.506)  -0.72
C (1.978, 0.814, -2.270)  0.11
S (2.072, 2.385, -1.533)  -0.22
C (1.582, 1.555, -0.031)  0.23
N (1.259, 2.263, 1.130)  -0.19
C (0.451, 1.650, 2.189)  0.54
C (-0.977, 1.452, 1.680)  -0.54
C (-2.035, 1.537, 2.777)  -1.15
C (-2.024, 2.928, 3.446)  0.05
O (-2.790, 3.813, 2.601)  -0.57
C (-0.600, 3.491, 3.651)  -0.67
C (0.507, 2.433, 3.512)  -1.23
N (1.342, 0.269, -0.101)  -0.91
N (1.656, -0.178, -1.377)  0.42
C (1.458, -3.879, -2.355)  -0.38
H (-0.336, -7.548, -1.844)  0.36
H (1.257, -8.125, -1.640)  0.40
H (0.548, -8.302, -3.211)  0.35
H (0.577, -6.246, -0.088)  0.28
H (0.660, -4.251, 1.468)  0.39
H (1.001, -2.062, 0.526)  0.35
H (1.975, -1.733, -4.189)  0.41
H (1.413, 3.288, 1.136)  0.32
H (0.869, 0.645, 2.418)  0.12
H (-1.188, 2.215, 0.932)  0.22
H (-1.035, 0.459, 1.225)  0.29
H (-3.043, 1.294, 2.437)  0.42
H (-1.798, 0.770, 3.508)  0.38
H (-2.591, 2.890, 4.382)  0.36
H (-2.638, 3.641, 1.660)  0.38
H (-0.506, 3.963, 4.642)  0.36
H (-0.428, 4.245, 2.884)  0.28
H (1.472, 2.943, 3.647)  0.48
H (0.395, 1.710, 4.331)  0.37
H (1.728, -3.735, -3.395)  0.43

Spin multiplicity   1
Total charge   0
Kohn-Sham gap   8.287 eV

B is favored, and the nearest alternative lies 0.0962 hartree above it.